Entry 1:
C27H29FIN7O5STi | the ωB97M-V functional and the def2-TZVPD basis

```
72
Properties=species:S:1:pos:R:3:mulliken_spin:R:1
Ti 1.6453 2.6515 0.5636 0.06
C -1.6021 -2.2354 5.5207 0.01
C -2.2125 -0.9473 4.9874 0.00
N -1.4863 -0.4139 3.8390 0.09
C -0.5987 0.5988 4.0415 0.16
C 0.1539 1.1380 3.0478 0.01
C 1.0599 2.2671 3.4223 -0.03
O 1.1481 2.6746 4.5510 0.00
O 1.7839 2.7777 2.4220 0.00
C 0.0132 0.6154 1.7347 0.25
O 0.7009 1.1069 0.6951 0.00
C -0.8961 -0.4303 1.4879 0.00
C -1.0719 -0.9537 0.1914 0.19
C -1.9758 -1.9672 0.0029 -0.09
F -2.1312 -2.4944 -1.2390 0.00
C -2.7425 -2.4958 1.0271 0.14
C -2.5666 -1.9844 2.3217 0.02
C -1.6634 -0.9651 2.5641 0.07
N -3.6781 -3.5583 0.8038 0.00
C -3.0561 -4.8448 0.5424 0.01
C -4.0876 -5.9476 0.6737 0.00
N -5.2217 -5.6631 -0.2787 0.00
C -5.8210 -4.2986 -0.0423 0.00
C -4.7167 -3.2692 -0.1671 0.02
H -2.1884 -2.6118 6.3592 0.00
H -0.5846 -2.0563 5.8686 0.00
H -1.5646 -3.0071 4.7518 0.00
H -2.1984 -0.1774 5.7569 0.00
H -3.2580 -1.0847 4.7072 0.00
H -0.5165 0.9847 5.0476 0.02
H -0.5015 -0.5588 -0.6380 0.03
H -3.1719 -2.4069 3.1099 0.00
H -2.2683 -5.0212 1.2732 0.00
H -2.5922 -4.8888 -0.4575 0.00
H -4.5201 -5.9641 1.6725 0.00
H -3.6845 -6.9271 0.4238 0.00
H -5.9378 -6.3850 -0.2029 0.00
H -4.8623 -5.6979 -1.2358 0.00
H -6.2409 -4.3139 0.9615 0.00
H -6.6097 -4.1538 -0.7781 0.00
H -5.1331 -2.2825 0.0307 0.00
H -4.3415 -3.2627 -1.2034 0.00
N 3.8892 4.2125 -7.5006 0.00
C 3.4662 3.6986 -6.3023 0.00
C 3.8644 2.4191 -5.8955 0.00
C 3.4112 1.8894 -4.7055 0.00
C 2.5473 2.6297 -3.9090 0.00
C 2.1398 3.9027 -4.2985 0.00
C 2.5950 4.4333 -5.4841 0.00
S 1.9930 1.9798 -2.3960 0.00
O 2.3525 0.5903 -2.3258 0.00
O 0.6181 2.3599 -2.1571 0.00
N 2.7452 2.8078 -1.1925 0.00
C 3.9690 2.4375 -0.6892 0.00
N 5.0164 2.0302 -1.3869 0.00
C 6.0852 1.7143 -0.6608 0.00
C 6.1250 1.7827 0.7271 0.00
C 4.9771 2.2075 1.3634 0.00
N 3.9084 2.5495 0.6509 0.00
H 4.6627 3.7756 -7.9684 0.00
H 3.7694 5.1937 -7.6758 0.00
H 4.5324 1.8431 -6.5239 0.00
H 3.7212 0.9057 -4.3819 0.00
H 1.4585 4.4665 -3.6745 0.00
H 2.2747 5.4199 -5.7953 0.00
H 6.9538 1.3813 -1.2177 0.00
H 7.0100 1.5098 1.2804 0.00
H 4.8920 2.2878 2.4401 0.00
I -1.5267 3.8461 0.8424 0.00
C 0.4827 4.3512 0.3421 0.01
H 0.7873 5.1407 1.0263 0.00
H 0.4764 4.6881 -0.6915 0.00
```

Output
expectation value of S² = 0.78
charge = +1
HOMO energy (alpha / beta) = -7.4 / -9.8 eV
total energy = -93902.872 eV
orbital gap (alpha / beta) = 0.1677 / 0.2542 Ha
relative energy (zero: lowest compared OMol25 entry of this formula, charge and spin) = 1.6 kcal per mole
multiplicity = 2

Entry 2:
C27H29FN4O4 | the ωB97M-V functional and the def2-TZVPD basis

```
65
Properties=species:S:1:pos:R:3:nbo_charge:R:1
C 3.8269 -4.4737 3.2055 -0.66
C 2.3636 -4.2446 3.1546 0.34
C 1.5612 -3.6460 2.2260 -0.37
C 0.2678 -3.7469 2.7978 0.30
N 0.3142 -4.3590 3.9585 -0.17
O 1.6125 -4.6695 4.1840 -0.27
N -0.9460 -3.3019 2.3142 -0.59
C -1.1455 -2.6679 1.1347 0.71
O -0.2786 -2.5111 0.2979 -0.65
C -2.5520 -2.1228 0.9548 -0.48
C -2.6883 -0.8334 1.7847 -0.49
C -1.3727 -0.0642 1.7446 0.70
O -0.5486 -0.1876 2.6307 -0.63
N -1.1495 0.6919 0.6446 -0.50
C -2.1207 0.9277 -0.3629 0.26
C -2.0671 0.2378 -1.5680 -0.28
C -2.9867 0.5161 -2.5656 -0.18
C -3.9672 1.4736 -2.3745 -0.28
C -4.0088 2.1437 -1.1648 0.40
C -3.1022 1.8910 -0.1532 -0.31
H -3.1539 2.4403 0.7738 0.25
F -4.9621 3.0730 -0.9627 -0.32
H -4.6885 1.7059 -3.1413 0.23
H -2.9367 -0.0175 -3.5022 0.22
H -1.3036 -0.5079 -1.7228 0.24
C 0.0812 1.4888 0.5665 -0.17
C -0.2542 2.9583 0.6098 -0.06
C -0.2204 3.6274 1.8270 -0.20
C -0.5811 4.9606 1.9055 -0.22
C -0.9787 5.6387 0.7657 -0.21
C -1.0119 4.9786 -0.4503 -0.23
C -0.6572 3.6433 -0.5300 -0.12
H -0.6779 3.1399 -1.4839 0.21
H -1.3188 5.5040 -1.3425 0.21
H -1.2601 6.6798 0.8255 0.21
H -0.5510 5.4703 2.8573 0.21
H 0.0866 3.0973 2.7175 0.22
C 0.9550 1.1049 -0.6475 0.68
O 1.5179 1.9391 -1.3245 -0.63
N 1.0457 -0.2220 -0.8280 -0.63
H 0.5687 -0.8469 -0.1915 0.44
C 1.8236 -0.8659 -1.8717 -0.05
C 1.4685 -0.3685 -3.2922 -0.41
C 2.7418 0.2841 -3.8305 -0.41
H 2.7757 1.3237 -3.5062 0.22
H 2.8010 0.2466 -4.9173 0.20
C 3.8578 -0.4961 -3.1446 -0.40
H 3.9634 -1.4836 -3.5991 0.19
H 4.8189 0.0130 -3.1919 0.21
C 3.3381 -0.6232 -1.7165 -0.41
H 3.8250 -1.4180 -1.1527 0.20
H 3.4879 0.3206 -1.1931 0.22
H 1.1797 -1.2154 -3.9164 0.20
H 0.6395 0.3362 -3.2651 0.22
H 1.5971 -1.9310 -1.7812 0.21
H 0.6508 1.2192 1.4665 0.27
H -3.5151 -0.2316 1.4097 0.24
H -2.8722 -1.0796 2.8319 0.23
H -2.6937 -1.9000 -0.1036 0.24
H -3.2978 -2.8551 1.2663 0.23
H -1.7065 -3.3943 2.9727 0.42
H 1.8242 -3.1989 1.2932 0.26
H 4.2728 -4.2247 2.2477 0.23
H 4.2744 -3.8525 3.9804 0.24
H 4.0342 -5.5139 3.4485 0.24
```

Output
HOMO energy = -9.0 eV
total energy = -45338.611 eV
orbital gap = 0.3474 Ha
relative energy (zero: lowest compared OMol25 entry of this formula, charge and spin) = 32.6 kcal per mole

Entry 3:
C27H29FN4O4 | the ωB97M-V functional and the def2-TZVPD basis

```
65
Properties=species:S:1:pos:R:3:nbo_charge:R:1
C -1.5409 -7.1200 1.6912 -0.62
C -1.3435 -6.3875 2.8780 -0.07
H -2.1904 -6.2744 3.4505 0.20
H -0.5783 -6.7696 3.4875 0.19
O -0.8615 -5.0227 2.2569 -0.57
C -1.5285 -3.8011 2.7500 0.83
O -2.6003 -3.7281 3.4761 -0.62
C -0.8135 -2.7093 2.0841 -0.30
C -1.2703 -1.4303 2.5249 -0.10
C -0.8951 -0.2940 2.0410 -0.30
C 0.2879 -0.2986 1.1150 0.31
C 0.6393 -1.5482 0.4536 -0.02
C -0.0837 -2.7383 0.9737 -0.06
H 0.4242 -3.7098 0.8508 0.23
N 1.2950 -1.7169 -0.7577 -0.62
C 1.0302 -0.9299 -1.7721 0.77
O 1.7878 -0.9456 -2.6880 -0.64
N -0.2116 -0.3941 -2.0375 -0.66
C -1.3306 -0.9176 -1.4655 0.24
C -1.7125 -2.0076 -1.0272 -0.37
C -2.8731 -2.3410 -0.5582 0.37
C -3.7164 -1.1650 -0.0460 -0.26
C -3.4173 -0.0275 -0.5209 -0.29
C -2.2959 0.3690 -1.1111 -0.25
H -1.8656 1.1100 -1.7175 0.21
H -4.2177 0.6903 -0.4053 0.21
H -4.8797 -1.4389 0.2619 0.23
O -2.9849 -3.7384 -0.0822 -0.52
C -4.2984 -3.8611 0.6576 -0.27
H -4.3262 -3.5118 1.6435 0.22
H -4.1319 -5.1321 0.7245 0.19
H -5.1516 -3.7297 -0.0587 0.20
H -1.0544 -2.9184 -1.3276 0.23
H -0.2561 0.1966 -2.9474 0.44
H 2.0147 -2.2526 -0.6585 0.41
N 0.7518 0.7747 0.5850 -0.44
C 2.0970 0.9315 0.2610 -0.12
H 2.3412 1.5608 1.5858 0.07
C 2.4479 1.9994 -0.7043 -0.23
N 1.8692 3.3604 -0.4112 -0.43
C 2.1413 4.4441 -0.9101 0.19
C 3.6906 4.9073 -0.6035 -0.21
C 4.2124 5.9895 -1.2653 -0.23
C 3.3260 6.8920 -1.9762 0.28
C 2.2146 6.5988 -2.2250 -0.23
C 1.4135 5.2516 -1.7216 -0.31
H 0.3509 5.1676 -1.9338 0.22
H 1.3122 7.2293 -2.6962 0.23
F 4.0863 7.8608 -2.3935 -0.31
H 5.3538 6.2096 -1.0258 0.24
H 4.2959 3.9512 -0.2621 0.21
C 0.3502 3.0275 -0.4882 -0.26
H -0.0800 2.4582 -1.4250 0.21
C -0.1811 2.1269 0.7312 -0.19
H 0.1091 2.5443 1.7215 0.20
H -1.1323 1.9880 0.9018 0.21
H -0.1888 4.0503 -0.3580 0.23
H 2.1181 1.6356 -1.6635 0.21
H 3.5489 2.0870 -0.6954 0.23
H 2.3792 0.0754 0.5179 0.22
H -1.2361 0.6069 2.3603 0.21
H -2.1390 -1.3921 3.4826 0.24
H -1.9130 -8.1410 1.8534 0.22
H -0.5435 -7.0990 1.1263 0.22
H -2.2876 -6.5812 0.9100 0.22
```

Output
HOMO energy = -7.5 eV
total energy = -45318.908 eV
orbital gap = 0.2798 Ha
relative energy (zero: lowest compared OMol25 entry of this formula, charge and spin) = 487.0 kcal per mole